# 1
ORCA calculation (ωB97M-V/def2-TZVPD) on a molecular structure, C32H46ClF5MnO2P4Te at a distorted geometry.

The geometry in XYZ format:
```
92
C32H46ClF5MnO2P4Te ωB97M-V/def2-TZVPD
P 1.57 1.18 -3.27
C 3.14 1.50 -2.66
C 4.00 0.82 -3.58
H 3.56 0.02 -4.18
C 5.28 1.29 -3.80
H 5.87 0.83 -4.59
C 5.75 2.35 -3.00
H 6.76 2.72 -3.20
C 4.95 2.93 -2.00
H 5.38 3.74 -1.41
C 3.63 2.51 -1.80
H 3.01 2.92 -0.99
C 1.07 -0.49 -3.26
C 1.77 -1.60 -2.70
H 2.59 -1.45 -1.98
C 1.41 -2.89 -3.08
H 1.96 -3.77 -2.72
C 0.37 -3.11 -4.01
H 0.15 -4.11 -4.39
C -0.36 -2.02 -4.50
H -1.15 -2.16 -5.26
C -0.07 -0.74 -4.05
H -0.63 0.12 -4.43
C 0.34 2.40 -3.16
C 0.64 3.06 -4.38
H 1.55 2.72 -4.89
C -0.21 4.02 -4.90
H 0.06 4.46 -5.87
C -1.35 4.38 -4.16
H -1.99 5.15 -4.59
C -1.64 3.76 -2.93
H -2.54 4.10 -2.39
C -0.82 2.74 -2.42
H -1.05 2.29 -1.44
Mn 0.27 0.19 2.28
C -1.49 -1.08 1.80
C -1.91 -1.42 0.55
H -2.09 -1.48 2.64
C -1.09 -0.77 -0.60
O -2.08 0.00 -1.38
H -1.70 0.39 -2.19
C -0.19 0.05 0.12
H -0.65 -1.51 -1.29
C 0.65 0.84 0.73
Cl 2.21 1.45 3.04
P -1.30 2.03 2.61
P 1.69 -1.76 2.35
C -0.75 3.08 3.98
H 0.35 3.03 4.03
H -1.19 2.68 4.90
H -1.10 4.10 3.75
C -1.55 3.16 1.21
H -2.28 2.72 0.51
H -0.60 3.34 0.69
H -1.95 4.10 1.62
C -2.94 1.41 3.04
H -2.84 0.83 3.97
H -3.31 0.78 2.22
H -3.59 2.29 3.20
C 2.58 -1.86 3.93
H 1.89 -2.25 4.68
H 2.89 -0.84 4.20
H 3.46 -2.51 3.79
C 0.78 -3.33 2.20
H 0.31 -3.37 1.20
H 0.01 -3.33 2.98
H 1.49 -4.16 2.33
C 3.01 -1.82 1.08
H 3.40 -0.81 0.91
H 2.60 -2.22 0.14
H 3.80 -2.48 1.46
P -3.27 -2.55 0.13
C -3.76 -3.48 1.56
C -2.66 -3.65 -1.16
H -3.98 -2.81 2.39
H -2.97 -4.17 1.86
H -4.66 -4.07 1.34
H -2.32 -3.08 -2.04
H -3.44 -4.36 -1.48
H -1.81 -4.23 -0.78
C -4.62 -1.57 -0.52
H -4.99 -0.90 0.26
H -5.45 -2.19 -0.88
H -4.25 -0.95 -1.35
H 1.35 1.40 0.16
F 0.66 1.19 6.02
Te -0.41 -0.38 6.23
F -1.48 -1.91 6.52
F -1.98 0.70 5.98
F 1.17 -1.37 6.59
F -0.52 0.03 8.05
O -0.38 -0.81 4.47
```

Summary:
HOMO level (spin up / spin down)   -13.33 / -13.45 eV
2S+1   4
Charge   +2
Kohn-Sham gap (spin up / spin down)   7.18 / 5.86 eV
LUMO energy (spin up / spin down)   -6.14 / -7.59 eV
Relative energy (zero: lowest compared OMol25 entry of this formula, charge and spin)   59.32 kJ/mol
<S²>   4.23

# 2
ORCA calculation (ωB97M-V/def2-TZVPD) on a molecular structure, C32H46HfIN5O2Si.

The geometry in XYZ format:
```
88
C32H46HfIN5O2Si ωB97M-V/def2-TZVPD
Hf -0.25 0.88 0.53
C -5.98 1.53 -1.07
C -4.73 1.77 -1.62
C -3.59 1.60 -0.85
C -3.70 1.18 0.47
C -4.95 0.92 1.02
C -6.08 1.09 0.25
N -2.49 0.99 1.23
N -2.68 0.75 2.45
C -1.56 0.63 3.27
C -1.85 0.38 4.61
C -0.81 0.36 5.52
C 0.48 0.63 5.09
C 0.74 0.86 3.74
C -0.26 0.85 2.77
H -6.87 1.66 -1.67
H -4.65 2.08 -2.65
H -2.62 1.75 -1.30
H -5.03 0.57 2.04
H -7.06 0.89 0.67
H -2.88 0.22 4.90
H -1.01 0.16 6.57
H 1.29 0.66 5.80
H 1.77 1.08 3.47
N -0.27 3.88 -2.65
C -0.62 3.50 -1.45
O -0.42 2.30 -1.09
C -1.29 4.49 -0.54
I -0.86 4.10 1.51
H 0.13 3.20 -3.29
H -0.43 4.82 -2.98
H -2.37 4.38 -0.66
H -1.00 5.51 -0.78
N 7.05 1.68 1.40
C 6.17 2.50 0.79
O 6.48 3.52 0.21
C 4.70 2.10 0.82
C 3.82 3.00 0.23
C 2.47 2.71 0.21
N 1.96 1.58 0.72
C 2.82 0.71 1.28
C 4.18 0.93 1.35
H 8.01 1.96 1.41
H 6.78 0.89 1.95
H 4.20 3.92 -0.19
H 1.78 3.42 -0.22
H 2.40 -0.21 1.67
H 4.79 0.17 1.81
C 2.91 -1.68 -1.32
C 1.56 -1.40 -2.01
C 1.47 -2.37 -3.20
C 1.65 0.03 -2.57
Si 0.05 -1.60 -0.79
C 0.33 -2.98 0.54
C -0.99 -3.32 1.24
C 1.28 -2.51 1.65
C 0.90 -4.27 -0.06
C -1.59 -1.88 -1.80
C -2.83 -1.74 -0.90
C -1.71 -3.25 -2.48
C -1.69 -0.80 -2.89
H 3.71 -1.51 -2.04
H 3.00 -2.71 -0.98
H 3.09 -1.02 -0.47
H 2.39 -2.28 -3.80
H 0.64 -2.14 -3.86
H 1.39 -3.41 -2.88
H 2.50 0.11 -3.24
H 1.80 0.77 -1.77
H 0.75 0.31 -3.13
H -1.52 -2.43 1.60
H -0.79 -3.95 2.11
H -1.67 -3.87 0.59
H 0.85 -1.68 2.22
H 2.27 -2.23 1.29
H 1.42 -3.32 2.37
H 0.27 -4.68 -0.85
H 0.98 -5.04 0.72
H 1.90 -4.14 -0.48
H -3.05 -2.66 -0.36
H -3.71 -1.50 -1.50
H -2.73 -0.96 -0.15
H -1.75 -4.06 -1.75
H -0.91 -3.47 -3.18
H -2.65 -3.29 -3.04
H -1.60 0.21 -2.49
H -2.67 -0.86 -3.38
H -0.94 -0.92 -3.67
```

Summary:
HOMO level   -13.34 eV
Charge   +2
Kohn-Sham gap   6.50 eV
LUMO energy   -6.84 eV
Relative energy (zero: lowest compared OMol25 entry of this formula, charge and spin)   9.00 kJ/mol

# 3
ORCA calculation (ωB97M-V/def2-TZVPD) on 7 unconnected molecules or ions with the total composition C32H47ClN2O18 at a distorted geometry.

The geometry in XYZ format:
```
100
C32H47ClN2O18 ωB97M-V/def2-TZVPD
C -3.96 1.14 0.01
C -2.69 0.11 -0.27
C -1.23 0.72 0.11
Cl -0.10 0.72 -1.41
C -0.44 -0.06 1.33
C 0.29 -1.43 0.80
C -1.46 -0.54 2.56
N -2.53 -0.92 3.23
C 0.67 0.95 2.07
C -0.25 2.04 2.95
N -1.09 2.82 3.59
H -4.81 0.54 0.59
H -4.37 1.57 -1.01
H -3.68 2.07 0.67
H -2.72 -0.10 -1.45
H -2.95 -0.92 0.24
H -1.37 1.87 0.39
H -0.20 -1.87 -0.18
H 0.13 -2.25 1.65
H 1.45 -1.33 0.64
H 1.35 1.50 1.29
H 1.29 0.31 2.86
C 4.45 -0.23 -5.53
C 3.78 -1.25 -4.63
C 2.28 -1.16 -4.64
O 1.94 -1.69 -3.37
C 3.01 -1.44 -2.55
O 3.00 -1.59 -1.34
O 4.09 -1.01 -3.27
H 5.53 -0.24 -5.37
H 4.25 -0.45 -6.58
H 4.11 0.78 -5.31
H 4.12 -2.26 -4.88
H 1.83 -1.76 -5.44
H 1.90 -0.14 -4.70
C 1.04 4.77 4.78
C 2.15 4.55 5.80
C 3.01 5.75 6.03
O 4.23 5.16 6.45
C 4.28 3.92 5.88
O 5.27 3.20 5.87
O 3.08 3.59 5.32
H 0.55 3.83 4.54
H 0.30 5.48 5.16
H 1.45 5.16 3.84
H 1.72 4.17 6.73
H 2.61 6.41 6.80
H 3.20 6.33 5.12
C -3.08 -3.22 -7.58
C -1.72 -2.71 -7.15
C -1.47 -2.85 -5.68
O -0.53 -1.81 -5.43
C -0.76 -0.85 -6.38
O -0.27 0.26 -6.37
O -1.61 -1.31 -7.34
H -3.27 -2.96 -8.63
H -3.14 -4.31 -7.48
H -3.88 -2.76 -7.00
H -0.93 -3.19 -7.74
H -1.04 -3.82 -5.41
H -2.35 -2.66 -5.06
C 3.10 -5.14 -0.73
C 2.98 -5.77 -2.10
C 3.81 -7.01 -2.28
O 4.04 -7.02 -3.67
C 3.99 -5.72 -4.09
O 4.33 -5.33 -5.19
O 3.52 -4.91 -3.10
H 2.61 -4.16 -0.71
H 2.65 -5.78 0.03
H 4.15 -4.97 -0.46
H 1.93 -5.94 -2.35
H 3.28 -7.91 -1.96
H 4.78 -6.96 -1.77
C 3.51 0.50 7.31
C 2.32 0.08 6.46
C 1.15 -0.40 7.26
O 0.50 -1.27 6.35
C 1.47 -1.74 5.51
O 1.31 -2.66 4.72
O 2.64 -1.06 5.68
H 4.38 0.69 6.68
H 3.28 1.40 7.88
H 3.80 -0.29 8.01
H 2.04 0.89 5.78
H 0.49 0.41 7.57
H 1.44 -0.98 8.15
C -8.61 5.47 0.08
C -7.96 4.44 -0.82
C -7.33 3.30 -0.08
O -6.32 2.87 -0.98
C -5.98 3.97 -1.72
O -5.01 4.02 -2.46
O -6.86 5.00 -1.51
H -8.91 6.35 -0.50
H -9.49 5.05 0.58
H -7.91 5.82 0.85
H -8.68 4.08 -1.57
H -8.04 2.49 0.12
H -6.85 3.60 0.86
```

Summary:
HOMO level   -10.58 eV
Kohn-Sham gap   10.95 eV
LUMO energy   0.37 eV
Relative energy (zero: lowest compared OMol25 entry of this formula, charge and spin)   358.36 kJ/mol

# 4
ORCA calculation (ωB97M-V/def2-TZVPD) on a molecular structure, C32H47N5OS3Ti.

The geometry in XYZ format:
```
89
C32H47N5OS3Ti ωB97M-V/def2-TZVPD
Ti -0.27 0.12 -0.10
C 1.94 -0.41 -3.11
C 2.58 -1.34 -2.12
C 3.29 -2.45 -2.56
C 3.92 -3.29 -1.66
C 3.84 -3.02 -0.30
C 3.12 -1.93 0.17
C 3.08 -1.63 1.65
C 2.47 -1.10 -0.75
N 1.70 0.02 -0.30
C 2.38 1.24 -0.20
C 3.88 1.33 -0.13
C 1.58 2.33 -0.12
C 2.09 3.73 0.07
N 0.21 2.05 -0.19
C -0.63 3.14 -0.57
C -1.50 3.73 0.34
C -1.62 3.26 1.76
C -2.29 4.81 -0.07
C -2.22 5.29 -1.37
C -1.36 4.68 -2.27
C -0.56 3.61 -1.90
C 0.33 2.95 -2.91
H 2.08 -0.76 -4.13
H 2.36 0.60 -3.02
H 0.86 -0.31 -2.94
H 3.36 -2.65 -3.62
H 4.48 -4.15 -2.01
H 4.35 -3.66 0.41
H 3.62 -2.39 2.21
H 2.05 -1.59 2.00
H 3.55 -0.66 1.86
H 4.36 0.38 -0.36
H 4.22 1.64 0.86
H 4.26 2.07 -0.84
H 2.94 3.73 0.75
H 1.32 4.38 0.47
H 2.43 4.18 -0.87
H -1.68 2.18 1.83
H -2.51 3.68 2.22
H -0.76 3.58 2.36
H -2.96 5.27 0.64
H -2.84 6.12 -1.67
H -1.32 5.03 -3.30
H 0.10 3.32 -3.91
H 0.17 1.87 -2.90
H 1.38 3.13 -2.71
C -4.04 1.80 -1.11
C -3.45 0.41 -1.11
S -1.81 0.36 -1.81
C -4.13 -0.71 -0.76
C -5.56 -0.57 -0.30
S -3.53 -2.34 -0.76
H -3.29 2.54 -1.41
H -4.41 2.10 -0.13
H -4.87 1.88 -1.82
H -5.96 0.45 -0.39
H -5.65 -0.88 0.74
H -6.19 -1.24 -0.88
C 1.01 1.14 2.92
C -0.22 0.30 3.13
O -0.84 -0.03 1.87
C -2.18 -0.62 2.01
C -2.22 -1.82 2.93
H 1.49 1.29 3.89
H 0.78 2.11 2.48
H 1.72 0.63 2.26
H -0.97 0.83 3.72
H 0.03 -0.64 3.62
H -2.48 -0.95 1.00
H -2.85 0.18 2.34
H -1.47 -2.55 2.64
H -3.20 -2.27 2.81
H -2.08 -1.55 3.98
C 1.59 -5.85 1.42
C 0.50 -4.83 1.75
C 0.19 -3.93 0.60
N 0.14 -2.65 0.70
N -0.17 -2.03 -0.49
C -0.40 -2.87 -1.47
N -0.73 -2.52 -2.73
S -0.16 -4.51 -1.00
H 1.83 -6.45 2.30
H 2.50 -5.35 1.09
H 1.27 -6.53 0.63
H 0.81 -4.19 2.58
H -0.41 -5.34 2.06
H -1.25 -1.64 -2.74
H -1.19 -3.24 -3.26
```

Summary:
HOMO level (spin up / spin down)   -6.11 / -6.11 eV
Kohn-Sham gap (spin up / spin down)   6.19 / 6.19 eV
LUMO energy (spin up / spin down)   0.09 / 0.09 eV
Relative energy (zero: lowest compared OMol25 entry of this formula, charge and spin)   0.00 kJ/mol

# 5
ORCA calculation (ωB97M-V/def2-TZVPD) on a molecular structure, C32H48B2HgO40 at a distorted geometry.

The geometry in XYZ format:
```
123
C32H48B2HgO40 ωB97M-V/def2-TZVPD
Hg -3.96 -2.27 -0.36
O -2.33 6.25 3.11
C -3.13 5.43 2.61
O -3.02 4.93 1.43
B -3.98 3.85 1.20
O -4.82 3.86 2.44
C -4.31 4.69 3.33
O -4.70 4.94 4.52
O -3.44 2.50 0.89
C -3.98 2.00 -0.18
O -3.66 0.88 -0.67
C -4.75 3.06 -0.88
O -4.76 4.15 -0.06
O -5.27 3.01 -1.95
O -1.78 -1.14 -0.02
C -0.63 -0.79 0.20
O 0.26 -0.50 -0.71
B 1.58 -0.31 -0.16
O 1.34 -0.45 1.29
C 0.01 -0.64 1.56
O -0.51 -0.96 2.63
O 2.55 -1.27 -0.77
C 3.50 -0.70 -1.34
O 4.45 -1.16 -1.92
C 3.38 0.82 -1.22
O 2.15 1.01 -0.53
O 4.07 1.74 -1.77
C 0.84 -3.67 -2.87
O -0.35 -3.56 -2.08
C -1.70 -3.66 -2.59
O -2.74 -3.54 -1.89
O -1.63 -3.70 -3.91
C -2.81 -4.04 -4.59
H 1.73 -3.66 -2.24
H 0.94 -2.75 -3.46
H 0.79 -4.59 -3.45
H -3.30 -5.00 -4.42
H -2.68 -4.07 -5.68
H -3.56 -3.27 -4.42
C 1.28 4.19 -1.90
O 0.14 4.65 -2.62
C -1.04 4.45 -2.19
O -1.37 3.81 -1.22
O -1.83 5.24 -2.84
C -3.18 5.54 -2.42
H 1.36 4.55 -0.87
H 2.17 4.45 -2.47
H 1.24 3.11 -1.80
H -3.18 6.09 -1.48
H -3.67 4.57 -2.42
H -3.65 6.01 -3.28
C -2.91 -2.58 4.62
O -3.23 -2.32 3.27
C -3.78 -1.19 2.90
O -4.16 -1.09 1.72
O -3.89 -0.30 3.91
C -4.16 1.04 3.50
H -2.19 -1.79 4.83
H -2.36 -3.52 4.71
H -3.65 -2.63 5.41
H -4.91 1.03 2.72
H -3.28 1.58 3.14
H -4.57 1.65 4.30
C -1.88 -7.41 0.41
O -2.58 -6.15 0.49
C -1.91 -4.97 0.88
O -2.49 -3.88 0.77
O -0.65 -5.21 1.15
C 0.20 -4.22 1.60
H -1.79 -7.91 1.38
H -0.87 -7.51 0.02
H -2.42 -8.03 -0.29
H -0.25 -3.42 2.19
H 0.71 -3.67 0.80
H 0.97 -4.71 2.19
C 7.45 2.80 -8.81
O 6.85 1.89 -7.85
C 6.64 2.16 -6.58
O 6.85 3.23 -6.04
O 6.06 1.06 -6.01
C 5.76 1.02 -4.61
H 8.47 2.92 -8.44
H 6.90 3.74 -8.83
H 7.41 2.38 -9.82
H 4.84 1.50 -4.28
H 6.54 1.41 -3.95
H 5.57 -0.03 -4.42
C 1.57 -0.59 10.09
O 1.12 -1.07 8.79
C 1.20 -0.36 7.67
O 1.73 0.77 7.61
O 0.68 -1.14 6.67
C 0.61 -0.47 5.42
H 2.65 -0.49 10.11
H 1.10 -1.22 10.85
H 1.18 0.41 10.25
H 1.17 -0.98 4.63
H 0.93 0.57 5.44
H -0.42 -0.40 5.08
C -4.98 0.64 -5.29
O -4.59 -0.48 -4.50
C -3.59 -0.39 -3.59
O -3.48 -1.16 -2.61
O -2.80 0.65 -3.80
C -1.72 0.87 -2.93
H -4.17 0.75 -6.01
H -5.08 1.37 -4.49
H -5.95 0.62 -5.78
H -1.16 1.70 -3.35
H -1.10 -0.02 -2.80
H -1.92 1.21 -1.91
C 4.13 0.40 4.02
O 4.90 -0.05 2.96
C 6.13 0.50 2.80
O 6.62 1.37 3.50
O 6.79 -0.02 1.79
C 6.35 -1.18 1.07
H 3.12 0.00 4.14
H 4.11 1.49 3.99
H 4.60 0.30 4.99
H 6.59 -2.00 1.73
H 6.99 -1.23 0.19
H 5.31 -1.31 0.78
```

Summary:
HOMO level (spin up / spin down)   -11.26 / -11.26 eV
2S+1   2
Charge   +1
Kohn-Sham gap (spin up / spin down)   5.30 / 2.45 eV
LUMO energy (spin up / spin down)   -5.96 / -8.81 eV
<S²>   0.76